C14H20N2O2 | wB97M-V/def2-TZVPD

```
38
Properties=species:S:1:pos:R:3:mulliken_charge:R:1
C 2.132 -0.407 -3.487 -1.218
C 1.094 -1.524 -3.360 -0.599
C 0.482 -1.505 -2.002 0.063
N -0.445 -0.704 -1.689 -0.535
C -0.793 -0.873 -0.304 -0.133
C -0.754 0.445 0.424 -0.084
C -1.895 1.003 0.972 -1.000
C -1.849 2.219 1.635 -0.268
C -0.643 2.897 1.755 0.904
O -0.478 4.096 2.381 -0.455
C -1.602 4.712 2.959 -0.850
C 0.510 2.335 1.202 -0.731
C 0.452 1.126 0.547 -0.151
N 0.199 -1.807 0.247 0.084
O -0.306 -2.656 1.225 -0.472
C 0.886 -2.449 -0.883 1.964
C 2.386 -2.485 -0.598 -1.797
C 0.366 -3.860 -1.205 -1.824
H 1.666 0.552 -3.277 0.314
H 2.950 -0.557 -2.787 0.295
H 2.538 -0.388 -4.496 0.414
H 1.563 -2.491 -3.549 0.252
H 0.307 -1.359 -4.097 0.371
H -1.817 -1.289 -0.247 0.493
H -2.842 0.488 0.887 0.293
H -2.759 2.621 2.052 0.386
H -2.368 4.937 2.210 0.337
H -1.239 5.643 3.393 0.243
H -2.038 4.092 3.750 0.337
H 1.440 2.873 1.304 0.429
H 1.345 0.693 0.125 0.241
H -1.063 -3.165 0.877 0.326
H 2.933 -2.882 -1.449 0.344
H 2.570 -3.117 0.268 0.453
H 2.743 -1.485 -0.370 0.295
H -0.698 -3.837 -1.444 0.439
H 0.531 -4.520 -0.355 0.437
H 0.898 -4.262 -2.062 0.402
```

The total energy comes out at -21915.869 eV. Its structure (SMILES) is CCC1=N[C@H](c2ccc(OC)cc2)N(O)C1(C)C. The calculation puts the energy above the lowest of the compared OMol25 structures with the same formula, charge and spin at 3.264 eV. As for the LUMO energy: 0.757 eV.

C24H25GeIN2O2Sc | wB97M-V/def2-TZVPD

```
56
Properties=species:S:1:pos:R:3:mulliken_charge:R:1
Sc -0.683 0.931 -0.658 -0.011
N -1.158 3.021 2.831 -0.390
C -1.264 1.988 1.969 0.587
O -1.791 2.159 0.865 -0.596
C -0.767 0.630 2.402 -0.633
C -0.908 -0.382 1.248 -0.931
H -1.403 3.932 2.479 0.279
H -0.524 2.972 3.607 0.209
H -1.337 0.373 3.305 0.415
H 0.278 0.737 2.710 0.303
H -1.861 -0.910 1.377 0.386
H -0.133 -1.143 1.372 0.277
C -1.255 0.019 -2.595 -0.541
Ge 0.235 -1.821 -2.167 0.245
C 2.191 -1.505 -2.565 0.314
C 2.721 -1.153 -3.804 -0.435
C 4.086 -0.988 -3.987 -0.682
C 4.958 -1.204 -2.929 -0.471
C 4.453 -1.587 -1.695 -0.521
C 3.083 -1.726 -1.518 -0.358
C -0.607 -0.062 -3.774 1.854
C -0.084 0.707 -4.853 -1.223
C -0.987 1.501 -5.477 -0.555
C -2.395 1.415 -5.205 -0.576
C -2.934 0.402 -4.481 -0.862
C -2.087 -0.521 -3.753 0.043
C 0.095 -3.121 -3.754 0.243
C 0.545 -4.397 -3.399 -0.829
C 0.522 -5.465 -4.282 -0.678
C 0.026 -5.289 -5.567 -0.402
C -0.412 -4.031 -5.952 -0.774
C -0.368 -2.964 -5.061 0.444
H 2.054 -1.032 -4.650 0.439
H 4.472 -0.699 -4.958 0.381
H 6.025 -1.078 -3.067 0.356
H 5.130 -1.768 -0.868 0.355
H 2.695 -1.997 -0.540 0.322
H 0.959 0.692 -5.142 0.269
H -0.652 2.190 -6.242 0.363
H -3.048 2.112 -5.716 0.355
H -4.003 0.220 -4.521 0.427
H -2.356 -1.575 -3.753 0.554
H 0.935 -4.549 -2.394 0.240
H 0.886 -6.437 -3.971 0.372
H -0.013 -6.120 -6.260 0.349
H -0.792 -3.873 -6.956 0.383
H -0.695 -1.994 -5.410 0.153
N 2.752 1.963 -1.929 -0.428
C 2.034 1.796 -0.742 0.821
O 1.195 0.771 -0.736 0.324
C 2.225 2.605 0.320 -1.310
I -0.791 3.514 -2.015 -0.581
H 2.301 1.503 -2.707 0.093
H 2.953 2.929 -2.132 0.276
H 2.898 3.449 0.267 0.207
H 1.704 2.424 1.250 0.149
```

The total energy comes out at -117686.719 eV. As for the net charge: -1. As for the LUMO energy: 2.488 eV.

C13H16O3 | wB97M-V/def2-TZVPD

```
32
Properties=species:S:1:pos:R:3:mulliken_charge:R:1
C 0.193 -0.350 4.528 -1.691
C 0.874 -1.031 3.197 0.731
O 1.748 -1.842 3.292 -0.585
C 0.334 -0.742 1.959 0.769
C -0.449 0.195 1.760 0.012
C -1.095 0.557 0.625 -0.368
C -0.648 -0.040 -0.414 0.571
C 0.311 -1.324 -0.369 -0.929
C 0.790 -1.569 0.932 -1.091
H 1.555 -2.194 1.025 0.607
H 0.475 -1.865 -1.135 0.725
C -1.234 -0.053 -1.858 0.285
C -1.676 -1.111 -2.611 -1.946
H -2.782 -1.485 -1.932 0.238
H -2.232 -0.949 -3.554 0.387
H -1.193 -1.815 -2.604 0.760
H -1.853 1.031 -1.842 0.166
C -0.079 0.718 -2.774 -0.869
C 0.583 1.733 -2.324 -1.100
C 1.622 1.398 -1.176 0.574
O 2.598 0.414 -1.464 -0.603
O 1.515 2.019 0.095 -0.404
H 2.223 1.627 0.555 0.374
H 1.064 2.469 -2.876 0.577
H -0.052 2.204 -1.758 0.497
H 0.603 -0.156 -3.126 0.324
H -0.372 1.041 -3.788 0.393
H -2.031 1.159 0.373 0.274
H -1.062 0.893 2.764 -0.039
H -0.829 -0.566 4.564 0.472
H 0.299 0.552 4.489 0.616
H 0.797 -0.919 5.447 0.272
```

The total energy comes out at -19871.080 eV. The calculation puts the energy above the lowest of the compared OMol25 structures with the same formula, charge and spin at 12.978 eV. As for the LUMO energy: 0.065 eV.

C11H20N2O5 | wB97M-V/def2-TZVPD

```
38
Properties=species:S:1:pos:R:3:mulliken_charge:R:1
C 4.278 0.397 0.003 -1.521
C 3.267 -0.482 0.708 0.790
C 3.875 -1.838 0.882 -1.691
C 1.917 -0.593 -0.078 -1.071
C 0.904 0.530 0.138 0.256
N -0.276 0.341 -0.689 -0.024
C -1.157 -0.601 -0.227 0.198
O -1.125 -1.064 0.918 -0.631
C -2.325 -0.878 -1.139 -0.222
N -3.138 -1.873 -0.458 -0.709
C -3.190 0.390 -1.388 -0.878
C -4.359 0.579 -0.390 -0.551
C -3.985 0.866 1.064 0.418
O -4.395 0.273 2.038 -0.593
O -3.081 1.825 1.088 -0.411
C 1.455 1.864 -0.213 0.068
O 1.389 2.216 -1.345 -0.589
O 1.958 2.657 0.717 -0.482
H 5.211 0.472 0.483 0.477
H 4.509 -0.129 -0.955 0.348
H 3.943 1.384 -0.361 0.320
H 3.055 0.014 1.689 0.231
H 3.223 -2.576 1.385 0.397
H 4.809 -1.847 1.493 0.406
H 4.166 -2.238 -0.082 0.379
H 2.167 -0.547 -1.129 0.322
H 1.478 -1.599 0.003 0.506
H 0.644 0.615 1.207 0.510
H -0.226 0.809 -1.617 0.361
H -2.036 -1.310 -2.111 0.467
H -2.669 -2.799 -0.433 0.306
H -3.302 -1.646 0.511 0.255
H -3.703 0.216 -2.341 0.386
H -2.522 1.245 -1.561 0.492
H -4.882 1.476 -0.861 0.378
H -5.049 -0.282 -0.513 0.362
H -2.804 1.995 2.022 0.345
H 1.977 2.137 1.541 0.397
```

The total energy comes out at -24949.963 eV. Its structure (SMILES) is CC(C)C[C@H](NC(=O)[C@@H](N)CCC(=O)O)C(=O)O. The calculation puts the energy above the lowest of the compared OMol25 structures with the same formula, charge and spin at 0.952 eV. As for the LUMO energy: 0.379 eV.

What is the formula in the fourth record?
C11H20N2O5